No. 1
Below is a molecular structure, C28H52F12N2O22S9Zr at a distorted geometry, with properties calculated with ωB97M-V/def2-TZVPD.

Atoms and positions in Å:
Zr: -2.403418 -1.801861 -0.807789
S: -0.215221 0.126145 0.859709
S: -2.822795 2.383788 3.592151
S: -4.352260 -0.767421 -3.321472
S: -0.251430 1.320868 -5.199881
S: 5.514364 -2.848853 3.699878
S: 1.060200 -1.795715 -0.385801
S: 5.776695 -3.118363 -1.324109
S: 3.111946 5.013617 1.213684
S: -3.405918 1.287546 -2.029251
F: -5.473710 2.872525 -0.762839
F: -6.556422 0.307446 -4.258590
F: 0.994336 0.091521 -2.302136
F: -3.535917 2.881528 0.292714
F: -6.621484 0.328143 -2.062060
F: -6.930907 -1.471970 -3.207988
F: 0.347271 0.562697 3.456029
F: 2.783385 0.227132 -1.217676
F: -4.792762 1.204654 0.411480
F: -1.364735 -0.749525 2.919896
F: 2.469925 -1.405809 -2.637226
F: 0.609586 -1.464709 2.821646
O: 3.799719 6.248585 1.095448
O: -1.927194 3.391641 2.935807
O: 0.970215 0.834194 -5.766703
O: -1.523679 0.721133 0.703026
O: -3.399567 -1.077862 1.098549
O: -3.384307 1.281454 2.768494
O: -3.802018 -0.324443 -4.601488
O: 0.941393 0.948463 0.542077
O: 6.777508 -3.701529 -0.414005
O: 2.033292 -1.930213 0.672348
O: -1.049474 -1.520478 -2.775250
O: 4.391470 -2.879271 -0.992730
O: -4.324280 -2.243048 -3.301070
O: -1.988353 1.439689 -1.794747
O: 5.940989 -1.488971 3.774891
O: 3.353979 3.923065 0.246502
O: 6.529665 -3.771506 3.236433
O: 0.806568 -3.131360 -1.015748
O: -4.397970 -2.880510 -0.505692
O: -0.790308 0.532880 -4.122309
O: -2.314151 -3.675008 -2.020337
O: -4.074154 2.013455 -3.101349
N: -3.511563 -0.276204 -1.835364
N: -0.502238 -1.232181 -0.211797
C: -1.276523 3.600720 -4.551297
C: -4.322451 2.123991 -0.436784
C: 1.059797 5.106527 2.820763
C: -2.118776 3.078912 -5.778925
C: 3.342790 4.449165 2.959541
C: -1.571455 1.871759 -6.307154
C: -2.024924 1.629289 5.014418
C: 0.049440 2.952868 -4.391033
C: -2.827359 1.966923 6.239696
C: 2.935867 -3.717665 3.593269
C: 1.876038 -0.622019 -1.783065
C: 3.929374 -3.026513 2.677735
C: -4.694684 -1.509302 1.567018
C: -1.606984 -3.848019 -3.213363
C: -5.336595 -2.444859 0.502250
C: -4.138951 3.165616 4.582671
C: 6.480949 -1.938391 -3.604989
C: 1.304750 5.233269 1.334155
C: 1.928026 4.055503 3.422025
C: 5.857281 -4.156949 -2.875451
C: 4.698017 -3.278223 5.262376
C: 6.446129 -1.611040 -2.055514
C: 3.177020 -3.349208 5.070231
C: -0.088977 -0.378303 2.667280
C: 6.793236 -3.536720 -3.816994
C: -6.248050 -0.338274 -3.181501
C: -4.181132 2.469660 5.875366
C: -0.754338 -2.542418 -3.765716
H: 4.845609 -3.945354 -3.221630
H: 6.600380 -3.991655 -4.788564
H: 5.724713 -5.215466 -2.651696
H: 0.004433 4.989650 3.067023
H: -1.756537 3.355600 -3.603886
H: 0.307826 -2.598007 -3.527346
H: -1.097287 -2.155484 -4.725284
H: -3.185178 2.969295 -5.581768
H: 0.712271 3.442785 -5.104310
H: -1.146770 1.789553 -7.307651
H: -4.556753 -3.811521 -0.677763
H: 5.079053 -2.523881 5.950768
H: -2.231651 1.014047 -6.178436
H: 1.665334 4.118734 4.478003
H: 5.534814 -1.719743 -4.100095
H: 0.876732 6.111613 0.851018
H: -1.844656 0.578015 4.789868
H: -2.978925 1.026260 6.769121
H: -3.315542 -0.359529 1.729855
H: 2.846941 -2.396689 5.484781
H: 1.916029 -3.388757 3.393687
H: -2.098754 3.785236 -6.608870
H: 1.727359 3.083088 2.972314
H: -2.291962 -4.042758 -4.038579
H: 3.564054 5.438308 3.360472
H: -5.706757 -3.300225 1.067419
H: 5.076098 -4.218375 5.663939
H: -2.325447 2.768968 6.780904
H: -4.837878 1.663102 5.549420
H: 3.041920 -4.793627 3.454888
H: -5.120496 3.171841 4.108715
H: 4.192564 3.768585 3.012293
H: 0.972420 4.368303 0.760146
H: 5.766478 -0.833206 -1.707433
H: -4.685872 2.872602 6.753415
H: 3.716894 -2.006614 2.357162
H: 7.395033 -1.534035 -1.524713
H: 7.853325 -3.699202 -3.622290
H: -0.963865 -4.703118 -3.005264
H: -5.378513 -0.697656 1.815437
H: -1.273839 4.690698 -4.544240
H: 2.582731 -4.052619 5.653448
H: -1.079291 2.138745 4.829133
H: 0.574171 2.859595 -3.440223
H: -3.818080 4.193941 4.749125
H: 4.138731 -3.553330 1.746751
H: -6.266768 -2.003688 0.144115
H: 7.158610 -1.299490 -4.171275
H: -2.876952 -4.452621 -2.034229
H: 1.100342 6.048277 3.368096
H: -0.742775 -0.721995 -3.211106
H: -4.578104 -2.019852 2.522974

Forces on the atoms, in the same order (eV/Å):
0.34 1.29 -2.38
-1.01 3.89 -1.73
0.24 0.57 -1.38
0.97 -3.92 -2.92
2.35 2.76 1.22
-0.35 -1.41 -1.51
3.16 -6.08 -3.41
2.59 -1.99 -0.83
-0.45 -2.40 -0.68
2.36 6.37 2.21
2.56 -1.33 -0.34
0.33 0.86 -0.24
-2.71 1.72 -1.65
0.43 0.10 -1.23
1.14 -0.45 -0.97
0.77 -0.27 0.42
-0.37 0.21 -0.55
-0.76 -1.70 -0.36
-0.03 -1.05 -0.54
0.03 0.55 0.60
-0.15 -0.38 -0.11
0.83 -0.32 0.10
0.61 1.12 -0.36
-2.15 -2.39 1.43
-0.27 -0.45 -0.87
0.27 -0.34 0.73
-1.01 -1.23 -0.58
0.12 0.85 0.56
-0.99 0.70 2.78
-1.59 -2.22 0.52
-1.87 1.09 -0.55
-2.01 1.70 -0.25
-2.24 -1.88 1.68
-0.35 -0.18 0.65
-0.09 1.63 1.54
-0.97 0.85 -0.27
-0.45 1.16 0.22
-0.30 1.34 1.32
-1.02 -0.18 0.69
-0.49 2.69 0.41
0.45 0.62 0.79
-1.46 -1.30 0.41
-0.68 1.45 1.89
0.45 -2.35 1.14
-3.40 -2.24 -2.68
2.67 1.66 3.67
-1.97 0.58 1.62
-2.18 0.96 0.57
-2.24 1.04 -0.07
-0.48 2.93 0.39
-0.55 0.97 -0.39
1.45 -4.54 -0.42
1.00 0.49 -1.69
0.84 -0.46 -2.98
0.74 -0.48 0.45
-0.36 1.14 0.02
3.29 -0.07 3.15
1.29 0.49 0.23
-0.90 -1.59 -0.45
3.02 0.74 -3.77
-1.05 0.16 2.13
0.11 2.63 -0.66
0.43 -0.91 -0.32
0.37 -0.37 -0.15
0.66 -0.09 -0.42
-2.75 0.33 1.89
0.58 -1.05 1.00
-0.27 -1.15 -0.55
0.76 0.41 0.14
-0.66 -1.62 -0.24
0.84 1.88 0.19
-1.34 0.20 0.58
-1.63 -2.12 -0.32
-1.05 -1.05 3.32
-0.23 0.23 -0.47
-0.04 0.79 -0.36
1.17 -0.05 0.25
-0.30 -0.99 -0.55
-0.80 -0.01 -0.20
0.12 -1.11 -1.36
0.29 -0.53 -0.08
0.18 0.01 0.55
0.55 -0.13 0.06
-0.06 0.54 -0.02
-0.19 -0.19 -0.26
-0.40 0.15 -0.01
-0.30 -0.07 -0.31
0.89 -0.64 0.23
-0.39 -0.12 0.46
0.58 0.20 0.14
-0.44 0.11 0.19
0.47 0.44 0.74
1.70 1.94 0.27
-0.65 0.42 -1.04
-0.07 -0.43 -0.49
0.18 0.51 0.30
-0.38 -0.23 0.34
-0.27 -0.32 0.35
0.45 -0.23 0.48
0.29 -0.36 -0.25
0.29 -0.16 -0.47
0.17 -0.49 0.46
0.03 -0.96 0.89
-0.21 0.01 0.18
0.35 0.00 -0.45
-0.30 -0.05 0.08
-0.33 -0.17 0.27
0.12 0.17 -0.47
0.05 0.76 -0.47
-0.29 0.05 0.47
0.24 0.28 -0.58
-0.05 -0.15 0.32
0.30 0.18 -0.55
0.39 0.46 -0.58
0.39 -0.07 -0.23
0.80 -0.41 0.38
0.40 -0.06 1.10
-0.59 -0.13 0.06
0.16 0.24 -0.58
0.25 -0.25 0.25
0.51 0.22 -1.03
0.44 -0.16 0.39
-0.50 -0.09 0.54
1.25 0.44 -0.26
-0.08 2.15 -0.39
0.39 -0.31 -0.15

Calculated values
- Net charge: +2
- 2S+1: 1
- E: -209286.280 eV
- E_HOMO: -0.4702 hartree

No. 2
Below is a molecular structure, C28H52O12S5Si2, with properties calculated with ωB97M-V/def2-TZVPD.

Atoms and positions in Å:
S: -5.708086 -2.155069 2.075194
S: -2.269288 -3.977851 -5.398791
S: 0.786825 4.813944 3.575065
S: 2.410853 4.246557 -1.520879
S: 6.441116 0.285132 0.729589
Si: 1.860257 -0.018748 1.186253
Si: 2.372612 -2.616206 2.202614
O: 6.967161 0.935415 1.904037
O: -4.771969 -3.222495 2.327411
O: -0.402732 4.292953 2.950213
O: -5.591856 -1.325751 0.906076
O: 1.438870 -1.242040 2.214265
O: 5.791899 -1.001593 0.826485
O: 3.428210 3.423694 -0.898193
O: -0.625057 0.745249 -0.820875
O: 1.458883 5.971483 3.036640
O: 2.490073 4.546244 -2.930399
O: -3.245366 -3.321752 -4.572158
O: -0.856169 -3.798281 -5.173933
C: -1.203612 -3.762546 -1.948801
C: -2.676957 -3.055943 -0.171699
C: 0.726632 5.992275 -0.532708
C: -0.883714 -1.621809 -0.891086
C: -7.365623 -2.823996 2.189578
C: -2.280051 -4.002901 -1.104333
C: -5.807108 -1.129373 3.551532
C: 7.731637 0.225199 -0.525986
C: 0.784575 3.594066 -1.136562
C: 6.316534 2.180059 -1.085725
C: -3.083253 -6.030209 -6.902054
C: 1.964449 3.474138 3.803114
C: -7.725689 -2.685575 3.665189
C: -2.614613 -3.642787 -7.124282
C: 5.380498 1.440412 -0.140169
C: 0.778611 3.727548 5.958620
C: 0.131824 4.617648 -0.198795
C: -0.114580 -0.354826 -0.767592
C: 2.101343 3.282997 5.318891
C: -2.618572 -5.744096 -5.468265
C: -0.502503 -2.569126 -1.836474
C: 2.234079 5.779796 -0.613303
C: 0.428266 5.064208 5.311267
C: -1.978052 -1.862163 -0.063864
C: -2.420928 -4.988671 -7.815245
C: 1.372234 -0.427319 -0.570054
C: -7.233997 -1.294661 4.090094
C: 7.240567 1.107787 -1.681980
H: 7.876900 -0.811152 -0.819249
H: -5.060919 -1.497994 4.252188
H: -2.829740 -7.046812 -7.198029
H: 1.733863 -1.442686 -0.752397
H: 5.758907 2.713075 -1.853178
H: 6.905356 2.911226 -0.528065
H: 0.477391 6.734980 0.223506
H: -2.816687 -4.938023 -1.188821
H: 3.666073 -2.351473 1.552422
H: 0.345517 6.344029 -1.494527
H: 2.915238 3.903905 5.697352
H: 0.341386 -2.384726 -2.487494
H: -3.647971 -3.303934 -7.188142
H: -1.695706 -6.267719 -5.226944
H: -0.002161 2.995389 5.743193
H: -3.379213 -5.971417 -4.726072
H: 1.075754 5.864976 5.667568
H: 1.550495 2.594479 3.315731
H: 0.906178 2.621125 -0.671472
H: -4.168377 -5.931287 -6.964720
H: -8.796141 -2.803878 3.824741
H: 1.896226 0.220759 -1.273052
H: 8.641543 0.613924 -0.073577
H: -8.007932 -2.208903 1.560217
H: -1.355272 -5.205176 -7.913407
H: 0.242019 3.482626 -2.072737
H: 0.862494 3.821115 7.040020
H: 4.643329 0.853282 -0.686024
H: -0.863172 -4.474024 -2.684645
H: -1.941269 -2.864407 -7.474325
H: 2.339978 2.248484 5.558864
H: -7.358151 -3.849947 1.830106
H: -2.264776 -1.110355 0.658080
H: -2.856771 -4.988772 -8.812951
H: 4.885463 2.088112 0.578389
H: 0.366525 4.374451 0.836603
H: 8.079328 1.549971 -2.217253
H: 2.662148 5.628485 0.377686
H: -7.211769 -3.454220 4.245849
H: -0.951167 4.605989 -0.302284
H: -7.882623 -0.530965 3.657479
H: -7.258589 -1.170595 5.171376
H: 2.901382 3.753786 3.327806
H: 6.679756 0.500591 -2.394979
H: 1.650934 -3.702550 1.508129
H: -0.615371 5.348936 5.418164
H: 1.259161 1.250849 1.635031
H: 3.331128 0.051666 1.200428
H: -3.521318 -3.226388 0.480189
H: 2.640191 -3.071541 3.582591
H: 2.770829 6.566214 -1.138733
H: -5.578632 -0.104492 3.271446

Forces on the atoms, in the same order (eV/Å):
-0.29 0.12 0.19
-0.15 -0.02 -0.16
0.11 -0.02 0.45
-0.30 0.17 0.15
-0.23 0.14 -0.39
0.26 0.25 -0.02
-0.10 -0.58 0.40
0.03 -0.10 0.17
0.05 -0.02 -0.04
-0.05 0.05 -0.07
0.15 -0.09 -0.05
0.21 0.03 -0.20
0.16 0.04 0.15
0.02 0.00 -0.13
-0.52 -0.09 0.17
-0.12 0.00 -0.22
0.16 -0.10 -0.01
0.09 0.06 0.07
0.01 0.03 0.04
0.18 0.38 0.28
0.08 0.16 0.04
-0.07 -0.06 -0.07
-0.11 -0.12 0.08
-0.18 -0.04 0.13
0.07 -0.12 -0.21
-0.16 0.13 0.18
0.09 0.02 -0.25
-0.12 0.06 0.15
0.13 -0.11 -0.04
0.02 0.06 0.00
0.16 -0.11 0.16
0.08 0.04 0.02
0.01 -0.10 -0.22
0.09 0.11 -0.04
0.03 -0.04 -0.08
0.21 0.06 -0.07
0.31 0.61 -0.31
-0.04 0.06 0.01
-0.09 -0.20 -0.14
-0.02 -0.20 0.17
-0.06 0.14 0.10
0.05 -0.07 0.22
0.09 0.03 -0.23
0.02 -0.04 0.08
0.05 -0.77 -0.13
0.01 -0.04 -0.05
-0.04 0.02 0.08
0.01 -0.04 0.10
0.04 -0.07 -0.06
0.00 -0.01 0.00
0.10 -0.05 0.03
-0.04 -0.02 0.06
0.00 0.02 0.02
0.01 -0.02 0.03
-0.07 -0.04 0.04
-0.03 0.03 -0.13
0.04 0.02 -0.01
0.00 0.02 -0.01
0.04 0.03 -0.05
-0.01 0.02 0.04
0.05 0.07 0.02
-0.02 0.01 0.00
0.04 0.06 0.08
0.01 0.02 -0.03
-0.07 0.05 -0.03
-0.03 -0.05 -0.09
-0.01 0.02 0.01
-0.01 0.00 0.01
-0.08 0.28 0.08
-0.03 0.01 0.09
0.03 0.01 -0.03
0.01 0.02 -0.01
0.08 0.00 -0.06
0.00 0.00 0.01
-0.01 0.02 0.01
-0.17 -0.15 -0.03
0.02 0.04 0.10
0.01 -0.01 -0.01
0.09 0.02 -0.06
-0.09 0.02 0.03
0.00 -0.01 -0.01
0.01 -0.12 0.02
-0.09 -0.03 -0.15
0.02 -0.01 -0.01
0.00 -0.02 0.01
-0.01 -0.02 -0.02
-0.01 -0.05 0.04
0.00 0.00 -0.02
0.00 0.01 0.01
-0.04 0.03 -0.09
-0.02 0.00 0.01
-0.03 0.05 -0.07
-0.01 0.04 -0.11
-0.12 -0.05 0.00
0.00 0.21 0.06
0.09 -0.12 -0.08
-0.10 0.12 0.05
0.06 -0.07 -0.06
0.08 -0.02 -0.06

Calculated values
- 2S+1: 1
- E: -124381.236 eV
- E_HOMO: -0.3237 hartree